Entry 1:
ORCA calculation (the ωB97M-V functional and the def2-TZVPD basis) on the molecule C6H12O in a non-equilibrium geometry.

Summary:
SMILES string: CC/C=C/OCC
Kohn-Sham gap: 9.032 eV

ORCA input file:
```
! wB97M-V def2-TZVPD RIJCOSX def2/J DEFGRID3
* xyz 0 1
C 3.06734 0.23628 0.09779
C 1.93218 -0.64619 -0.38160
C 0.65245 -0.12924 0.12793
C -0.13119 -0.73443 1.01206
O -1.42724 -0.35067 1.01666
C -1.81873 0.21683 -0.44719
C -3.22185 0.56856 -0.11163
H 4.03883 -0.16289 -0.19301
H 2.95762 1.24741 -0.31215
H 3.01827 0.31754 1.18908
H 1.90704 -0.68858 -1.48293
H 2.04214 -1.68362 -0.04674
H 0.37604 0.89958 -0.08456
H 0.23053 -1.50535 1.70896
H -1.67016 -0.61406 -1.15665
H -1.30906 1.08799 -0.93700
H -3.81473 0.85918 -0.97792
H -3.18938 1.39256 0.60646
H -3.64012 -0.31091 0.37245
*
```

***

Entry 2:
ORCA calculation (the ωB97M-V functional and the def2-TZVPD basis) on a 2-piece molecular cluster, C5H7BrO overall in a non-equilibrium geometry.

Summary:
Kohn-Sham gap (alpha / beta): 7.669 / 7.672 eV

ORCA input file:
```
! wB97M-V def2-TZVPD RIJCOSX def2/J DEFGRID3
* xyz 0 1
C 0.12710 -2.24576 0.19603
C 0.94713 2.36050 0.02310
C -0.60699 -1.29310 -0.27830
C 0.90612 1.03695 0.00131
C -1.17804 -0.17898 0.35556
O -2.04137 0.67652 -0.14889
Br 2.40352 -0.18027 0.06523
H 0.71264 -2.97110 -0.34622
H 0.34682 -2.37696 1.27204
H 1.89229 2.93320 -0.28880
H 0.23553 3.07837 0.33173
H -0.62856 -1.40487 -1.39052
H -1.02967 -0.10207 1.41382
H -2.08653 0.66758 -1.20610
*
```

***

Entry 3:
ORCA calculation (the ωB97M-V functional and the def2-TZVPD basis) on a 4-piece molecular cluster, H9O4 overall in a non-equilibrium geometry.

Summary:
expectation value of S²: 0.76
Kohn-Sham gap (alpha / beta): 13.222 / 2.947 eV

ORCA input file:
```
! wB97M-V def2-TZVPD RIJCOSX def2/J DEFGRID3
* xyz 2 2
O 1.58505 -1.79958 -1.32274
H 1.23890 -2.23805 -2.13532
H 2.56330 -1.84714 -1.42340
O -0.64733 2.56845 -0.92815
H -0.99508 3.46609 -0.68253
H -0.07686 2.71897 -1.72810
O -0.92141 -0.74733 2.30218
H -0.89110 -0.34313 3.19632
H -1.19551 -1.67193 2.44415
O 0.00527 0.00392 -0.02078
H -0.49417 0.77142 -0.37421
H -0.35714 -0.50827 0.77922
H 0.26786 -0.68152 -0.68268
*
```

***

Entry 4:
ORCA calculation (the ωB97M-V functional and the def2-TZVPD basis) on C39H43BN7O3P2PdS2 as an isolated structure.

Summary:
Kohn-Sham gap: 6.567 eV

ORCA input file:
```
! wB97M-V def2-TZVPD RIJCOSX def2/J DEFGRID3
* xyz 1 1
Pd 0.00518 1.43170 0.62611
B 1.94917 0.66302 3.35106
N 0.82853 1.72652 3.48101
C 0.51603 2.41112 4.58348
C -0.66707 3.09823 4.37471
C -1.03522 2.78273 3.07824
N -0.12986 1.94109 2.56083
N 2.58775 0.79972 1.94819
C 3.88649 0.77249 1.65387
C 4.04368 0.58838 0.28937
C 2.75650 0.51400 -0.20050
N 1.87629 0.61596 0.80947
H 1.46735 -0.43844 3.45387
H 2.77735 0.88196 4.18679
H 1.16160 2.35848 5.44353
H -1.18120 3.74884 5.05900
H -1.87320 3.10789 2.48924
H 4.61635 0.85393 2.44170
H 4.96292 0.50943 -0.26244
H 2.41110 0.37129 -1.20789
C 0.63051 5.64750 0.98738
S 0.81476 4.49486 -0.33526
O -0.45930 4.38354 -1.01038
O 1.93415 4.92026 -1.13410
O 1.14874 3.19164 0.36588
H 0.40538 6.61848 0.55183
H 1.56374 5.68510 1.54349
H -0.18859 5.31553 1.62075
N 0.11229 1.10259 -1.36776
C 0.47428 1.81278 -2.22748
N 0.86537 2.58305 -3.16173
C 2.29080 2.64285 -3.57184
C 2.35901 2.93462 -5.07275
C 1.12858 2.37976 -5.78468
C -0.13498 3.12452 -5.33233
C -0.04835 3.51232 -3.85151
H 2.74373 1.68273 -3.32197
H 2.77176 3.41037 -2.96334
H 3.27471 2.49785 -5.47015
H 2.42752 4.01166 -5.23903
H 1.03428 1.31379 -5.55770
H 1.24041 2.45708 -6.86532
H -1.01912 2.51235 -5.51439
H -0.25602 4.04052 -5.91277
H -1.00630 3.49834 -3.33863
H 0.37817 4.50541 -3.70826
S -3.54467 3.19465 -1.46591
C -2.52568 2.59804 -0.41882
N -1.86673 2.11743 0.45187
C -0.02194 -1.84596 1.32114
P -1.19780 -0.50960 1.03033
C -2.21069 -0.27661 2.49279
C -1.72249 -0.59975 3.75800
C -2.51384 -0.38076 4.87431
C -3.78413 0.15970 4.73019
C -4.27376 0.47404 3.46894
C -3.49063 0.25906 2.34817
C -2.32368 -1.09095 -0.25071
C -3.09908 -2.18382 0.15479
C -3.99469 -2.76033 -0.72552
C -4.12437 -2.25374 -2.01280
C -3.35314 -1.17677 -2.41697
C -2.44687 -0.59646 -1.54092
P 0.85088 -2.35782 -0.25563
C 2.20820 -3.34081 0.48112
C 2.61829 -4.51441 -0.15455
C 3.72422 -5.21479 0.30231
C 4.43888 -4.75395 1.39911
C 4.04393 -3.58526 2.03146
C 2.94064 -2.87984 1.57234
C -0.28649 -3.66079 -0.84832
C -0.79340 -3.53368 -2.13695
C -1.67391 -4.48151 -2.64549
C -2.05458 -5.55962 -1.86344
C -1.55016 -5.69761 -0.57385
C -0.66892 -4.75584 -0.07190
H -0.56523 -2.67754 1.77701
H 0.70942 -1.47863 2.03868
H -0.73024 -1.01116 3.88038
H -2.13790 -0.63454 5.85630
H -4.39900 0.32983 5.60413
H -5.26779 0.88566 3.35762
H -3.87128 0.50170 1.36461
H -3.01813 -2.57645 1.16187
H -4.59215 -3.60278 -0.40488
H -4.82991 -2.70186 -2.70006
H -3.45817 -0.77566 -3.41607
H -1.84906 0.23444 -1.87113
H 2.06691 -4.89047 -1.00731
H 4.02527 -6.12590 -0.19788
H 5.29766 -5.30446 1.75939
H 4.59301 -3.21786 2.88910
H 2.66375 -1.96639 2.08485
H -0.49775 -2.68616 -2.74470
H -2.05950 -4.37599 -3.65121
H -2.73881 -6.30026 -2.25681
H -1.83628 -6.54776 0.03184
H -0.25344 -4.88784 0.92166
*
```

***

Entry 5:
ORCA calculation (the ωB97M-V functional and the def2-TZVPD basis) on the molecule C5H8N2 in a non-equilibrium geometry.

Summary:
SMILES string: C[C@@]1(CC#N)CN1
Kohn-Sham gap: 10.099 eV

ORCA input file:
```
! wB97M-V def2-TZVPD RIJCOSX def2/J DEFGRID3
* xyz 0 1
C 0.85375 -0.84706 -1.03246
C 0.35956 0.22987 -0.07821
C -1.02886 0.79314 -0.46109
C -2.06003 -0.23475 -0.25805
N -2.83217 -1.07381 -0.06105
C 0.48382 0.02274 1.35513
N 1.19395 1.23157 0.53033
H 0.15247 -1.69237 -1.01382
H 0.91714 -0.49160 -2.06805
H 1.84218 -1.19699 -0.72506
H -1.06456 1.13071 -1.50258
H -1.25502 1.65702 0.17347
H 1.12473 -0.81272 1.65148
H -0.31740 0.30358 2.02094
H 1.63044 0.98068 1.46902
*
```

***

Entry 6:
ORCA calculation (the ωB97M-V functional and the def2-TZVPD basis) on the molecule C20H24N4O3S in a non-equilibrium geometry.

Summary:
SMILES string: COc1ccc2[nH]c3c(=O)n(CCCCC(=O)N4CCCC4)c(=S)[nH]c3c2c1
Kohn-Sham gap: 8.033 eV

ORCA input file:
```
! wB97M-V def2-TZVPD RIJCOSX def2/J DEFGRID3
* xyz 0 1
C 5.01921 4.06223 0.45188
O 5.69628 2.97191 -0.12401
C 5.04785 1.77816 -0.21270
C 5.80279 0.74629 -0.81225
C 5.30221 -0.51939 -0.98009
C 4.00618 -0.77308 -0.53716
N 3.26998 -1.92071 -0.57122
C 2.04639 -1.66847 -0.01137
C 0.94480 -2.57511 0.16428
O 0.93718 -3.75044 -0.14307
N -0.17303 -1.96593 0.75453
C -1.35096 -2.81521 0.87008
C -2.00554 -3.07024 -0.49264
C -2.37732 -1.80028 -1.25408
C -3.51828 -1.02321 -0.60578
C -3.71547 0.32062 -1.28426
O -3.13657 0.64818 -2.30545
N -4.59047 1.14393 -0.67283
C -5.24554 0.91916 0.60076
C -6.13384 2.14961 0.78454
C -5.36062 3.23951 0.04510
C -4.82679 2.48935 -1.16959
C -0.21850 -0.67576 1.21141
S -1.48712 -0.02243 2.04765
N 0.86179 0.12303 0.99950
C 1.99229 -0.34393 0.39163
C 3.23714 0.25510 0.06713
C 3.76230 1.54170 0.23049
H 5.71732 4.89659 0.41316
H 4.11752 4.31908 -0.11350
H 4.75176 3.86351 1.49493
H 6.80028 0.99409 -1.13757
H 5.89336 -1.29523 -1.44055
H 3.54840 -2.81059 -0.94829
H -1.02548 -3.77140 1.28823
H -2.04290 -2.33650 1.56218
H -1.31385 -3.65816 -1.09754
H -2.89849 -3.67395 -0.32088
H -1.50860 -1.14326 -1.33565
H -2.66531 -2.06487 -2.27259
H -4.44919 -1.59253 -0.66398
H -3.30178 -0.83961 0.44676
H -4.50088 0.85465 1.40418
H -5.82324 -0.00902 0.58938
H -7.10044 1.98968 0.30508
H -6.29841 2.38282 1.83429
H -4.53364 3.59267 0.66191
H -5.98307 4.08795 -0.23032
H -5.56799 2.46129 -1.97735
H -3.89905 2.89886 -1.57341
H 0.79414 1.07273 1.33790
H 3.16264 2.31073 0.68975
*
```

***

Entry 7:
ORCA calculation (the ωB97M-V functional and the def2-TZVPD basis) on the molecule C2H5PS in a non-equilibrium geometry.

Summary:
expectation value of S²: 2.01
Kohn-Sham gap (alpha / beta): 6.902 / 7.891 eV

ORCA input file:
```
! wB97M-V def2-TZVPD RIJCOSX def2/J DEFGRID3
* xyz 0 3
C 0.83774 0.57459 0.38925
C -1.37297 -0.73477 -0.85529
P 2.41895 1.20645 0.55422
S 0.43099 -0.28732 -1.02072
H 0.29421 0.61918 1.32607
H -1.65136 -1.14516 -1.72266
H -1.97910 0.08878 -0.52142
H -1.30639 -1.50259 -0.06307
H 2.32793 1.18084 1.91362
*
```

***

Entry 8:
ORCA calculation (the ωB97M-V functional and the def2-TZVPD basis) on the molecule C9H11Cl2N3O4S2 in a non-equilibrium geometry.

Summary:
SMILES string: CN1[C@@H](CCl)Nc2cc(Cl)c(S(N)(=O)=O)cc2S1(=O)=O
Kohn-Sham gap: 9.272 eV

ORCA input file:
```
! wB97M-V def2-TZVPD RIJCOSX def2/J DEFGRID3
* xyz 0 1
C 2.23981 0.49614 -2.08275
N 2.44603 0.36376 -0.65527
C 2.59579 -0.98058 -0.17625
C 3.39367 -1.02568 1.13397
Cl 5.05763 -0.52690 0.79832
N 1.31892 -1.66875 -0.02099
C 0.09365 -1.09306 0.09762
C -1.05903 -1.89576 0.06898
C -2.30729 -1.31161 0.16600
Cl -3.72728 -2.25310 0.12736
C -2.44940 0.06748 0.28413
S -4.11420 0.72125 0.38532
N -3.81565 2.35878 0.55749
O -4.72989 0.24853 1.58731
O -4.76584 0.51225 -0.87175
C -1.32609 0.86578 0.30815
C -0.07490 0.29114 0.22490
S 1.39032 1.30371 0.26268
O 1.16330 2.53128 -0.42779
O 1.87667 1.36472 1.60623
H 3.14751 0.19535 -2.60517
H 1.39356 -0.10089 -2.43911
H 2.04303 1.54666 -2.27571
H 3.17186 -1.53326 -0.93480
H 3.42487 -2.04375 1.52279
H 2.97972 -0.33577 1.86695
H 1.33752 -2.67310 -0.09951
H -0.97455 -2.96617 -0.02928
H -4.17892 2.89544 -0.21287
H -4.13706 2.70974 1.44462
H -1.41376 1.93636 0.38841
*
```